[1]
15
Properties=species:S:1:pos:R:3:forces:R:3 method="wB97M-V/def2-TZVPD" energy_ha=-212.8036 e_lumo_ev=-6.148 charge=+1 max_force_ha_per_bohr=0.0874
C -1.02824 1.40192 1.54732 0.292 -1.335 0.087
N -1.90305 0.45451 1.52300 1.584 -0.315 -2.233
H -0.59066 1.50726 2.53589 0.263 0.856 -0.241
H -0.63065 1.84021 0.59227 -0.835 0.045 1.170
H -2.12532 0.10916 0.56798 -0.483 0.182 0.904
H -1.88440 -0.26253 2.24925 -0.707 0.478 0.281
C 0.55395 0.44536 -1.52367 -0.305 -0.740 0.570
C 1.25548 -0.48224 -0.52465 -1.083 -3.649 -0.911
C 1.08219 -1.87437 -0.48959 -0.677 2.966 -3.310
H 1.03697 1.39773 -1.64238 0.201 0.557 0.357
H 0.55947 0.04390 -2.52336 -0.152 -0.482 -0.344
H -0.52784 0.59684 -1.26325 0.804 -0.019 -0.202
H 2.02534 -0.08831 0.10350 -0.022 0.437 0.789
H 1.47558 -2.54069 0.18308 1.509 -0.761 2.097
H 0.70120 -2.54876 -1.33539 -0.391 1.778 0.985

=====

[2]
15
Properties=species:S:1:pos:R:3:forces:R:3 method="wB97M-V/def2-TZVPD" energy_ha=-212.8783 smiles="CC/C=C/[NH3+]" e_lumo_ev=-3.787 charge=+1 max_force_ha_per_bohr=0.0315
C -0.36955 0.34501 -2.25400 -0.657 -0.535 0.071
C -0.73135 0.82501 -0.84090 0.060 -0.641 -0.895
C 0.26202 0.24451 0.12313 -0.783 0.453 -0.102
C -0.15290 -0.21973 1.28135 1.446 -0.677 0.283
N 0.84517 -0.88333 2.20349 -0.790 0.446 -0.176
H -0.57138 -0.72433 -2.34081 -0.047 0.046 -0.137
H 0.66738 0.47318 -2.41056 1.328 0.151 -0.203
H -0.83833 0.85907 -3.09074 -0.420 0.089 0.337
H -1.69066 0.39753 -0.56240 -0.351 0.478 -0.013
H -0.77083 1.91020 -0.85810 0.085 0.119 0.482
H 1.28772 0.14749 -0.20931 0.234 0.157 0.189
H -1.12464 -0.31153 1.68381 -0.952 0.240 0.050
H 1.71730 -0.37167 2.15720 0.502 -0.153 -0.024
H 0.51134 -0.82688 3.16680 0.078 -0.106 0.039
H 0.95871 -1.86454 1.95103 0.268 -0.067 0.097

=====

[3]
16
Properties=species:S:1:pos:R:3:forces:R:3 method="wB97M-V/def2-TZVPD" energy_ha=-267.8660 smiles="[H]/N=C/N.C=CC" e_lumo_ev=1.108 charge=0 max_force_ha_per_bohr=0.0413
C -3.54211 -1.57533 1.40721 0.677 0.375 -0.488
C -2.19638 -1.85792 0.77001 0.069 -0.321 0.150
C -1.61595 -1.05596 -0.11089 -0.541 0.455 0.784
H -3.90616 -2.40260 2.00989 -0.096 0.048 -0.061
H -4.23421 -1.31406 0.61286 -0.390 -0.197 0.029
H -3.44688 -0.67701 2.01348 -0.102 -0.038 0.340
H -1.68869 -2.75389 1.09725 0.092 -0.226 -0.062
H -0.62416 -1.19986 -0.50425 0.050 -0.086 -0.122
H -2.13795 -0.11408 -0.27070 0.253 0.000 -0.560
N 2.09583 1.99008 -1.65465 1.431 -0.833 0.478
C 2.88778 1.67631 -0.54500 -1.477 1.491 -0.332
N 2.61751 0.65176 0.13546 0.965 -0.906 0.050
H 1.62735 1.13548 -1.91774 -0.906 0.594 -0.201
H 1.66575 2.89833 -1.65267 -0.258 -0.177 -0.320
H 3.58050 2.48046 -0.29935 0.442 -0.233 0.144
H 3.35065 0.48572 0.82318 -0.211 0.054 0.172

=====

[4]
16
Properties=species:S:1:pos:R:3:forces:R:3 method="wB97M-V/def2-TZVPD" energy_ha=-267.8642 smiles="C=C(N)CCN" e_lumo_ev=0.925 charge=0 max_force_ha_per_bohr=0.0656
C -1.32158 -0.83006 0.29417 -2.397 0.525 2.317
C 0.02835 -1.04138 -0.31048 0.372 0.838 -3.249
C 0.90557 0.21059 -0.18805 -1.183 -2.073 1.694
C 1.57508 0.88017 -1.11121 1.003 -0.265 -0.046
N 0.80001 0.65876 1.14214 1.731 2.476 0.040
N -1.98474 0.52655 0.14953 0.055 -1.918 -1.268
H -1.29615 -1.11119 1.41136 -0.047 0.736 -1.469
H -2.09652 -1.51831 -0.10709 0.804 0.114 0.011
H 0.45163 -1.96647 0.04561 0.473 -0.207 0.276
H -0.14850 -1.15537 -1.41614 0.354 -0.229 0.807
H 1.98881 1.85316 -0.72389 0.085 -1.120 -1.108
H 1.93589 0.26254 -1.97682 -0.713 1.508 0.405
H 1.00723 0.01145 1.86701 -0.573 -1.427 0.246
H 1.62555 1.25635 1.26044 -0.652 0.512 0.114
H -1.42192 1.24921 0.52781 0.754 0.578 0.502
H -2.04871 0.71401 -0.86438 -0.066 -0.049 0.727

=====

[5]
16
Properties=species:S:1:pos:R:3:forces:R:3 method="wB97M-V/def2-TZVPD" energy_ha=-267.7916 e_lumo_ev=1.070 charge=0 max_force_ha_per_bohr=0.1221
C 1.20595 1.14946 0.68902 -3.300 1.561 -0.241
C -0.37904 1.08860 0.18238 3.049 0.151 -0.654
C -0.90909 -0.21763 -0.15778 2.168 -4.958 -3.185
C -0.20111 -1.05310 -1.12412 -0.126 0.300 1.592
N 1.31428 -1.05326 -1.12716 -2.706 0.364 -2.734
N -1.92442 -0.77375 0.65970 -0.804 1.835 0.411
H 1.15571 2.18315 1.07554 1.315 -0.367 -0.466
H 1.50959 0.50528 1.47953 -0.735 -0.681 1.212
H 1.86810 0.83361 -0.06474 0.830 1.158 -1.307
H -0.88614 1.57497 0.94548 -1.290 0.516 1.740
H -0.60726 1.74135 -0.69958 1.046 -0.281 0.566
H -0.59771 -1.91555 -1.74076 -0.063 1.000 1.392
H 1.79586 -1.89050 -1.48098 -0.895 0.657 0.510
H 1.46878 -0.81063 -0.20912 1.440 -0.309 1.947
H -2.66108 -1.35019 0.18828 0.777 1.108 1.008
H -2.15243 -0.01180 1.38431 -0.707 -2.055 -1.791

=====

[6]
16
Properties=species:S:1:pos:R:3:forces:R:3 method="wB97M-V/def2-TZVPD" energy_ha=-267.7986 e_lumo_ev=1.066 charge=0 max_force_ha_per_bohr=0.0707
C 2.59754 -0.01761 0.65966 2.095 0.687 1.369
C -0.70364 -0.48633 0.76194 -0.418 1.038 3.459
C -1.75259 -1.14916 0.01361 -0.940 -0.463 -2.871
C -0.79089 1.67013 -0.43254 1.050 -1.498 -1.132
N 2.03920 -0.39269 -0.38868 0.314 -0.199 -0.515
N -0.30389 0.68671 0.53987 -0.333 0.691 1.394
H 2.85284 -0.54991 1.58556 -0.765 -0.880 -0.229
H 3.12936 0.92039 0.77159 -0.520 0.815 -0.691
H -0.30922 -1.02311 1.74584 -0.225 0.862 -2.233
H -1.03065 -1.85892 -0.52823 -1.639 0.557 -0.359
H -2.24668 -0.32497 -0.66718 1.036 -2.065 0.840
H -2.58407 -1.77967 0.41498 1.041 0.651 0.409
H -0.12884 1.38394 -1.28510 -1.113 0.205 -0.344
H -1.88828 1.80538 -0.69755 1.296 -0.548 0.406
H -0.31921 2.60334 -0.19923 -0.341 0.736 0.673
H 1.78151 -1.35685 -0.25564 -0.539 -0.589 -0.176

=====

[7]
16
Properties=species:S:1:pos:R:3:forces:R:3 method="wB97M-V/def2-TZVPD" energy_ha=-267.4211 e_lumo_ev="-6.234 / -8.163" charge=+1 multiplicity=2 max_force_ha_per_bohr=0.0618 s2=0.760
C -1.45952 -0.11304 0.13100 -0.377 2.070 -0.827
C -0.36216 1.07147 -0.11396 -1.594 -2.741 -0.027
C 0.94419 0.76413 0.71420 -2.329 1.309 0.155
C 1.86169 -0.08458 -0.06958 0.867 1.688 -0.120
N 1.38395 -0.71558 -1.14537 2.030 0.131 2.440
N -1.34019 -1.23898 -0.79359 1.649 0.641 0.296
H -1.50290 -0.36005 1.20870 -0.043 0.006 -0.468
H -2.37248 0.44013 -0.17123 0.015 -0.639 0.607
H -0.88787 1.98882 0.24265 0.868 -0.591 -0.441
H -0.19186 1.04187 -1.25106 -0.098 0.647 1.716
H 1.31026 1.83987 0.81515 0.664 -1.799 0.828
H 0.70118 0.10737 1.69533 0.722 2.081 -1.693
H 2.88484 -0.08932 0.41763 -0.434 -0.721 -1.322
H 1.23389 -1.21804 -0.07987 -0.515 -1.759 -0.886
H -1.87507 -2.07574 -0.56293 0.516 0.242 0.080
H -0.32796 -1.35833 -1.03707 -1.942 -0.564 -0.337

=====

[8]
16
Properties=species:S:1:pos:R:3:forces:R:3 method="wB97M-V/def2-TZVPD" energy_ha=-267.0255 e_lumo_ev="-11.844 / -12.019" charge=+2 max_force_ha_per_bohr=0.0982
C 2.21373 -0.73009 0.02104 0.414 0.625 3.599
C -0.73402 0.25708 -0.06959 1.038 -0.244 1.313
C -2.22941 0.79800 1.78504 1.010 2.320 0.409
C 1.10420 -0.36152 -2.10443 2.807 -0.981 -1.555
N -1.04690 0.29561 1.16049 1.961 -1.529 -3.496
N 1.28993 -0.47746 -0.75860 -3.461 1.196 3.480
H 3.02473 -1.27682 -0.37913 1.338 -0.455 -0.747
H 2.37297 -0.46757 1.18963 -1.062 -0.616 -2.683
H -1.44222 0.51400 -0.83916 0.308 0.423 -1.090
H -2.61365 0.04036 2.37111 -0.438 -1.364 2.058
H -2.95057 0.86711 1.03198 -1.181 1.225 -1.167
H -1.84679 1.73462 2.30514 -1.315 -1.039 -0.404
H 2.04553 -0.68159 -2.59193 -0.461 -0.155 -0.145
H 1.00433 0.63516 -2.31181 -0.103 2.860 -0.698
H 0.25900 -0.81787 -2.44350 -2.122 -1.793 -0.949
H -0.45087 -0.32902 1.63374 1.268 -0.474 2.075

=====

[9]
17
Properties=species:S:1:pos:R:3:forces:R:3 method="wB97M-V/def2-TZVPD" energy_ha=-343.0462 e_lumo_ev="3.923 / 3.879" charge=-1 multiplicity=2 max_force_ha_per_bohr=0.1109 s2=0.750
N 1.82479 1.31687 1.79169 -0.471 0.645 -0.973
C 0.98030 0.92361 0.59603 1.069 -2.619 1.405
C 0.00827 -0.18329 1.22334 0.934 1.211 1.229
N -0.98784 -0.68875 0.50895 0.822 0.471 -3.239
C -1.17753 -0.16739 -0.95659 -3.381 0.928 2.883
C -0.52962 -0.85703 -2.06059 3.458 -3.824 -2.438
O 0.24589 -0.49430 2.40112 -1.021 -0.378 -0.912
H 1.04371 1.45093 2.50252 2.253 -0.681 -0.640
H 2.55262 0.60138 2.07034 -1.953 0.958 -0.308
H 0.51530 1.80108 0.15773 -0.141 -0.063 0.145
H 1.47385 0.31077 -0.22845 0.070 1.219 0.942
H -1.72281 -1.04444 1.05283 -1.166 -0.991 0.316
H -0.92020 0.85465 -0.68792 -0.261 0.231 -1.562
H -2.31477 -0.26562 -1.23338 1.747 0.692 1.089
H -0.25901 -0.32357 -3.15060 -0.777 -0.814 3.137
H -1.17269 -1.76767 -2.34492 0.577 1.231 0.142
H 0.43975 -1.46722 -1.64209 -1.759 1.785 -1.217

=====

[10]
17
Properties=species:S:1:pos:R:3:forces:R:3 method="wB97M-V/def2-TZVPD" energy_ha=-343.0690 e_lumo_ev="4.397 / 4.222" charge=-1 multiplicity=2 max_force_ha_per_bohr=0.0815 s2=0.753
N 0.16875 -0.97294 -1.52637 -1.562 -0.930 -1.978
C 0.19896 -0.32109 -0.26039 0.618 0.868 3.591
C -0.94829 -0.66688 0.71900 -0.051 -2.716 0.232
C -0.79256 -0.36912 2.18595 -0.763 0.658 -3.283
O 0.40021 -0.28675 2.49425 3.391 0.089 2.458
C 0.28027 1.25757 -0.30928 1.599 -2.660 -2.578
N 1.35663 1.63201 -1.33690 0.068 -0.440 1.548
H -0.75885 -0.71829 -1.86436 -0.020 0.020 -0.705
H 0.07758 -2.03125 -1.55345 0.540 1.703 0.985
H 1.08565 -0.74300 0.28395 -0.470 0.938 -0.392
H -1.94584 -0.54444 0.33502 -0.625 0.390 -0.482
H -0.78205 -1.79116 0.74043 -0.470 -0.122 -0.419
H -1.61978 -0.07818 2.76868 -1.362 0.469 1.064
H 0.43338 1.59493 0.67625 1.000 0.326 1.180
H -0.67453 1.66397 -0.51887 -1.103 0.409 -1.036
H 2.24062 1.49538 -0.75272 -1.338 -0.036 -1.641
H 1.27987 0.87921 -2.08121 0.547 1.034 1.455

=====

[11]
17
Properties=species:S:1:pos:R:3:forces:R:3 method="wB97M-V/def2-TZVPD" energy_ha=-342.9508 smiles="N=C=NO.CCC" e_lumo_ev=-0.288 charge=0 max_force_ha_per_bohr=0.0719
C 0.75193 -0.44326 -0.38550 -0.798 -0.821 -2.075
C 1.66160 0.76234 -0.20627 -0.187 0.047 0.103
C 0.71217 -1.34910 0.83556 -0.372 0.139 -0.265
N -1.79912 0.06106 -0.92359 -0.517 -2.197 -0.106
C -1.30885 0.89752 -0.09710 -3.310 0.994 0.035
O -3.21026 -0.18036 -0.86820 -0.879 2.016 -0.109
N -1.35514 1.83907 0.67414 1.862 -1.226 -0.181
H -3.42804 -1.08149 -0.59582 1.145 -0.072 0.059
H -0.38301 -0.44111 -1.03830 2.996 0.582 2.090
H 1.14219 -1.02108 -1.23906 0.532 -0.095 0.175
H -0.60424 2.49563 0.81859 -0.357 0.455 0.101
H 1.37390 1.34095 0.67469 -0.109 0.168 -0.026
H 2.69079 0.45596 -0.00056 0.005 -0.105 -0.152
H 1.66620 1.41042 -1.08351 0.011 0.065 0.052
H 0.20285 -0.83823 1.65464 0.045 -0.098 0.197
H 0.17230 -2.27188 0.61739 -0.072 0.023 0.066
H 1.71472 -1.63641 1.16290 0.003 0.125 0.038

=====

[12]
17
Properties=species:S:1:pos:R:3:forces:R:3 method="wB97M-V/def2-TZVPD" energy_ha=-343.1516 smiles="CNC(=O)N(C)C" e_lumo_ev=0.797 charge=0 max_force_ha_per_bohr=0.0251
C -0.94519 0.98287 2.25816 -0.136 0.064 0.188
N -0.95890 0.20165 1.02859 0.083 -0.105 -0.055
C 0.18137 0.36850 0.26932 0.197 0.247 0.101
O 0.99500 1.22457 0.60157 -0.150 0.106 0.510
N 0.40267 -0.35890 -0.87139 0.109 0.599 0.214
C 1.70890 0.13670 -1.47899 -0.313 -0.578 -0.315
C -0.60317 -1.36452 -1.32584 0.271 0.219 -0.043
H -0.22766 0.59773 2.99583 -0.164 0.034 -0.128
H -0.63261 1.99831 2.00761 -0.167 -0.186 0.122
H -1.94623 1.00481 2.68952 0.038 -0.073 -0.028
H -1.44372 -0.68309 1.04986 0.159 0.116 -0.145
H 2.56203 -0.39793 -1.03689 -0.306 -0.195 -0.370
H 1.95425 1.19984 -1.26103 -0.981 -0.836 -0.054
H 1.66909 0.04872 -2.55967 0.029 -0.480 -0.119
H -1.62670 -0.94511 -1.35772 0.556 0.197 0.007
H -0.40195 -1.75024 -2.33037 0.299 0.341 0.184
H -0.68719 -2.26392 -0.67854 0.476 0.530 -0.072

=====

The records above yield ΔE to the lowest compared entry with this formula, charge and spin values of 73.3; 26.4; 37.2; 38.3; 83.9; 79.5; 142.9; 108.1; 48.0; 33.6; 157.3; 31.3 kcal per mole, respectively.